No. 1
Density functional theory data (ωB97M-V with the def2-TZVPD basis set) for a cluster of 2 separate species, C5H14NOPS2 in total.

Structure (XYZ):
```
24
Properties=species:S:1:pos:R:3:mulliken_charge:R:1
C 3.104 0.131 -1.882 -1.07
C 1.171 0.216 1.738 -1.22
C -5.032 -0.002 0.990 -0.77
C 2.021 0.394 -0.824 -0.86
C 2.102 -0.294 0.573 0.17
N -1.312 0.120 -1.366 -0.51
O -2.502 1.557 0.598 -0.53
P -2.395 0.411 -0.285 0.74
S -4.151 -0.865 -0.311 -0.13
S 1.855 -2.133 0.269 -0.21
H 2.736 0.542 -2.811 0.34
H 3.961 0.617 -1.724 0.40
H 3.323 -0.967 -1.844 0.17
H 0.409 0.760 1.252 0.26
H 1.743 0.901 2.432 0.26
H 0.840 -0.604 2.244 0.45
H -4.520 1.073 1.227 0.25
H -5.040 -0.384 2.017 0.33
H -6.112 0.233 0.894 0.34
H 1.119 0.051 -1.132 0.41
H 2.058 1.395 -0.535 0.48
H 3.177 -0.069 0.816 0.36
H -1.184 -0.865 -1.486 0.24
H 2.627 -2.217 -0.849 0.10
```

Values from the calculation:
Kohn-Sham gap in eV: 8.46
Net charge: 0
ΔE to the lowest compared entry with this formula, charge and spin in kJ/mol: 199.91
Multiplicity: 1
Strongest force on any atom in eV Å⁻¹: 4.4
E_tot in eV: -39907.553

No. 2
Density functional theory data (ωB97M-V with the def2-TZVPD basis set) for a cluster of 2 separate species, C5H14NOS in total.

Structure (XYZ):
```
22
Properties=species:S:1:pos:R:3:mulliken_charge:R:1
O -0.997 -1.296 0.926 -0.64
C -0.529 -2.246 0.323 0.10
C 0.615 -2.160 -0.638 -0.19
C 0.207 -2.673 -2.025 -1.14
H -0.971 -3.234 0.513 0.40
H 1.396 -2.822 -0.254 0.30
H 1.008 -1.146 -0.615 0.12
H -0.020 -3.737 -2.008 0.35
H 1.030 -2.533 -2.724 0.33
H -0.669 -2.151 -2.413 0.34
C 0.196 2.088 0.090 -0.80
C 0.020 2.412 1.565 -0.53
S 1.531 3.235 2.181 -0.19
N -0.884 1.103 -0.324 -0.13
H 1.155 1.615 -0.117 0.41
H 0.103 2.963 -0.550 0.42
H -0.148 1.471 2.093 0.38
H -0.848 3.054 1.709 0.37
H 1.105 3.404 3.446 0.17
H -0.720 0.847 -1.298 0.37
H -1.770 1.558 -0.188 0.37
H -0.808 0.247 0.308 0.20
```

Values from the calculation:
Kohn-Sham gap in eV: 9.46
Net charge: +1
ΔE to the lowest compared entry with this formula, charge and spin in kJ/mol: 6.73
Multiplicity: 1
Strongest force on any atom in eV Å⁻¹: 1.6
E_tot in eV: -19778.233

No. 3
Density functional theory data (ωB97M-V with the def2-TZVPD basis set) for a structure of composition C5H14NP.

Structure (XYZ):
```
21
Properties=species:S:1:pos:R:3:mulliken_charge:R:1
C 0.976 -1.820 0.222 -1.17
C 2.459 0.213 0.267 -1.46
C -1.631 1.826 0.448 -0.76
C 0.129 0.197 -0.825 -1.02
C 0.932 -0.328 0.245 0.89
N -1.682 0.676 -0.364 -0.21
P -2.341 -0.798 0.165 -0.15
H 0.819 -2.046 -0.900 0.25
H 1.994 -2.085 0.550 0.38
H 0.061 -2.282 0.705 0.27
H 2.988 -0.264 -0.715 0.30
H 3.046 -0.091 1.110 0.41
H 2.444 1.298 0.184 0.42
H -2.651 2.002 0.766 0.35
H -0.898 1.801 1.265 0.26
H -1.210 2.604 -0.286 0.25
H 0.556 1.157 -1.314 0.34
H -0.184 -0.509 -1.547 0.32
H 0.345 -0.065 1.072 0.21
H -2.449 -1.312 -1.174 0.05
H -3.701 -0.172 0.127 0.07
```

Values from the calculation:
Kohn-Sham gap in eV: 8.83
Net charge: 0
ΔE to the lowest compared entry with this formula, charge and spin in kJ/mol: 308.48
Multiplicity: 1
Strongest force on any atom in eV Å⁻¹: 5.4
E_tot in eV: -16187.225

No. 4
Density functional theory data (ωB97M-V with the def2-TZVPD basis set) for a cluster of 2 separate species, C5H14NS in total.

Structure (XYZ):
```
21
Properties=species:S:1:pos:R:3:mulliken_charge:R:1
C -0.089 0.735 -2.265 -1.16
C 0.570 -0.667 -2.017 0.32
C 0.167 -1.782 -2.684 -0.92
H 0.523 1.629 -2.351 0.38
H -0.559 0.573 -3.259 0.35
H -0.949 0.929 -1.596 0.28
H 1.299 -0.809 -1.192 0.29
H 0.595 -2.785 -2.478 0.26
H -0.530 -1.692 -3.505 0.27
C 0.309 -0.133 1.512 -0.54
C -0.605 0.347 2.607 -0.78
S -1.038 -1.092 3.689 -0.15
N 0.751 1.051 0.623 -0.29
H -0.224 -0.807 0.851 0.40
H 1.206 -0.619 1.900 0.41
H -1.533 0.766 2.186 0.42
H -0.115 1.127 3.228 0.36
H -2.326 -0.770 3.486 0.18
H 1.355 0.743 -0.122 0.25
H 1.237 1.792 1.185 0.39
H -0.044 1.462 0.200 0.29
```

Values from the calculation:
Kohn-Sham gap in eV: 9.55
Net charge: +1
ΔE to the lowest compared entry with this formula, charge and spin in kJ/mol: 176.26
Multiplicity: 1
Strongest force on any atom in eV Å⁻¹: 2.4
E_tot in eV: -17729.453

No. 5
Density functional theory data (ωB97M-V with the def2-TZVPD basis set) for a cluster of 2 separate species, C5H14NS in total.

Structure (XYZ):
```
21
Properties=species:S:1:pos:R:3:mulliken_charge:R:1
C 1.598 -1.256 -0.659 -1.30
C 1.567 1.213 -0.571 -1.57
C -0.631 1.216 1.203 -0.85
C -0.625 -1.314 1.067 -1.22
C 0.877 -0.026 -0.203 1.20
N -0.090 -0.085 0.607 0.23
S -2.323 0.196 -1.392 -0.29
H 0.941 -2.215 -0.527 0.31
H 2.475 -1.303 0.027 0.36
H 2.104 -1.048 -1.616 0.43
H 2.212 1.614 0.156 0.40
H 0.934 2.016 -1.013 0.37
H 2.320 1.053 -1.486 0.36
H -1.434 0.904 1.958 0.27
H 0.141 1.739 1.684 0.43
H -1.027 1.975 0.452 0.35
H -0.013 -1.786 1.752 0.42
H -1.616 -1.081 1.618 0.35
H -1.152 -1.826 0.168 0.42
H -3.153 0.889 -2.106 0.17
H -3.104 -0.875 -1.119 0.15
```

Values from the calculation:
Kohn-Sham gap in eV: 9.71
Net charge: +1
ΔE to the lowest compared entry with this formula, charge and spin in kJ/mol: 176.30
Multiplicity: 1
Strongest force on any atom in eV Å⁻¹: 6.1
E_tot in eV: -17729.453

No. 6
Density functional theory data (ωB97M-V with the def2-TZVPD basis set) for a cluster of 3 separate species, C5H14NS2 in total.

Structure (XYZ):
```
22
Properties=species:S:1:pos:R:3:mulliken_charge:R:1
N 3.388 1.574 0.279 -0.55
C 1.874 0.007 2.790 -0.05
C 2.398 -1.137 2.319 -0.32
S 0.457 -0.140 -0.738 0.14
S -0.959 0.159 0.607 0.30
C -2.374 -0.715 -0.264 -0.54
C -2.717 0.157 -1.548 -0.48
C -2.047 -0.275 -2.835 -1.05
H 2.519 1.884 0.695 0.19
H 3.947 2.388 0.055 0.25
H 3.196 1.061 -0.577 0.18
H 1.377 0.622 2.029 -0.31
H 2.076 0.421 3.780 0.30
H 2.488 -1.180 1.238 0.15
H 2.678 -1.959 2.945 0.26
H -3.220 -0.561 0.417 0.39
H -2.189 -1.770 -0.454 0.42
H -2.704 1.221 -1.345 0.50
H -3.726 -0.151 -1.792 0.28
H -1.241 -1.000 -2.719 0.32
H -2.715 -0.756 -3.560 0.37
H -1.645 0.662 -3.398 0.26
```

Values from the calculation:
Kohn-Sham gap in eV: 4.13
Net charge: +1
ΔE to the lowest compared entry with this formula, charge and spin in kJ/mol: 486.81
Multiplicity: 1
Strongest force on any atom in eV Å⁻¹: 3.8
E_tot in eV: -28561.786